This record from OMol25 describes a molecular structure, C2H4S2 in a non-equilibrium geometry. The level of theory is ωB97M-V/def2-TZVPD.

Its LUMO energy (alpha / beta) is -2.5 / -2.4 eV. Its energy above the lowest of the compared OMol25 structures with the same formula, charge and spin is 3.990 eV.

Last column: Löwdin charge in e.
Positions of all 8 atoms, in Å:
C -0.111 -0.598 0.039  -0.7641
C -0.583 0.865 0.034  -0.1128
S 2.764 -0.885 0.001  0.2088
S -0.956 -1.931 -0.299  0.7356
H 1.038 -0.714 0.170  -0.2686
H -1.589 0.703 -0.187  0.0325
H -0.131 1.205 -0.814  0.0444
H -0.432 1.355 1.057  0.1242

***

This record from OMol25 describes 2 unconnected molecules or ions with the total composition CH4N2O in a non-equilibrium geometry. The level of theory is ωB97M-V/def2-TZVPD.

Its LUMO energy (alpha / beta) is -1.3 / -1.2 eV. Its energy above the lowest of the compared OMol25 structures with the same formula, charge and spin is 8.330 eV.

Last column: Löwdin charge in e.
Positions of all 8 atoms, in Å:
C 0.172 -0.674 -0.710  -0.1345
N -1.081 0.978 0.201  0.1528
N -0.190 0.189 0.249  -0.2250
O 1.133 0.489 2.135  -0.1692
H -0.576 -0.572 -1.565  0.1016
H 0.192 -1.703 -0.285  0.1028
H 1.255 -0.281 -0.953  0.1430
H -0.905 1.573 0.928  0.0284

***

This record from OMol25 describes a molecular structure, C43H67BaIN12O2 in a non-equilibrium geometry. The level of theory is ωB97M-V/def2-TZVPD.

Its LUMO energy is 0.3 eV. Its energy above the lowest of the compared OMol25 structures with the same formula, charge and spin is 2.049 eV.

Last column: Löwdin charge in e.
Positions of all 126 atoms, in Å:
Ba -0.332 0.322 -0.267  2.0049
C -3.990 4.133 -3.378  -0.0678
N -3.563 3.353 -2.227  -0.1624
C -4.534 3.293 -1.151  -0.0447
C -2.589 2.366 -2.351  -0.3818
N -1.692 2.096 -1.464  -0.1041
C -1.529 2.889 -0.248  -0.2650
C -2.188 2.165 0.961  -0.2670
N -1.249 1.510 1.896  -0.3223
C -0.539 2.560 2.646  -0.1809
C 0.479 2.117 3.680  -0.2103
N 1.455 1.220 3.099  0.0825
C 2.651 1.148 3.559  -0.3976
N 3.421 0.040 3.249  -0.1489
C 2.709 -1.097 2.678  -0.0673
C 4.742 0.273 2.667  -0.0458
N 3.265 2.099 4.377  -0.1609
C 4.281 1.745 5.353  -0.0718
C 3.269 3.495 3.978  -0.0672
C -2.028 0.600 2.769  -0.1770
C -1.225 -0.572 3.338  -0.2034
N -1.060 -1.639 2.354  0.0989
C -1.693 -2.749 2.475  -0.3912
N -2.806 -3.009 3.306  -0.1919
C -2.572 -3.771 4.519  -0.0668
C -3.920 -2.084 3.332  -0.0677
N -1.252 -3.857 1.784  -0.1355
C 0.008 -3.725 1.053  -0.0814
C -2.192 -4.816 1.207  -0.0387
N -2.553 1.692 -3.548  -0.1329
C -1.374 0.872 -3.822  -0.0413
C -3.804 1.094 -4.020  -0.0276
H -4.077 5.182 -3.089  0.0864
H -3.261 4.049 -4.179  0.0949
H -4.968 3.813 -3.758  0.0777
H -5.492 2.901 -1.513  0.0927
H -4.194 2.638 -0.354  0.0683
H -4.711 4.287 -0.737  0.0920
H -0.445 3.001 -0.084  0.0735
H -1.931 3.895 -0.357  0.1203
H -2.829 2.861 1.516  0.1246
H -2.846 1.391 0.543  0.0874
H -0.011 3.188 1.926  0.1109
H -1.275 3.203 3.154  0.1278
H 0.897 3.036 4.091  0.0951
H -0.026 1.625 4.517  0.1194
H 1.804 -1.301 3.251  0.0774
H 2.421 -0.940 1.636  0.0515
H 3.363 -1.971 2.720  0.0869
H 5.163 1.207 3.032  0.0711
H 5.423 -0.540 2.928  0.0891
H 4.681 0.335 1.574  0.0876
H 4.233 0.683 5.572  0.0919
H 5.293 1.984 5.005  0.0781
H 4.110 2.303 6.277  0.0871
H 2.618 3.646 3.120  0.0646
H 2.933 4.148 4.788  0.0906
H 4.278 3.808 3.689  0.0913
H -2.498 1.173 3.584  0.1300
H -2.829 0.179 2.165  0.0976
H -0.220 -0.226 3.572  0.0685
H -1.685 -0.903 4.274  0.1058
H -1.728 -4.443 4.372  0.0894
H -2.355 -3.123 5.380  0.0800
H -3.451 -4.373 4.768  0.0824
H -4.010 -1.587 2.367  0.0885
H -4.843 -2.642 3.504  0.0870
H -3.849 -1.321 4.116  0.0788
H 0.793 -3.356 1.715  0.0659
H 0.292 -4.709 0.680  0.0853
H -0.071 -3.035 0.215  0.0416
H -3.089 -4.878 1.814  0.0796
H -2.477 -4.534 0.185  0.0839
H -1.725 -5.799 1.168  0.0833
H -0.460 1.401 -3.554  0.0783
H -1.392 -0.079 -3.277  0.0756
H -1.350 0.649 -4.889  0.0967
H -4.652 1.741 -3.806  0.0696
H -3.748 0.943 -5.099  0.0926
H -3.978 0.129 -3.532  0.0819
N 2.125 1.762 0.111  -0.0129
C 2.674 2.712 -0.782  -0.2588
C 3.084 3.932 -0.240  -0.0549
C 3.678 4.915 -1.009  -0.1093
C 3.903 4.653 -2.351  -0.1059
C 3.469 3.452 -2.893  -0.0481
C 2.782 2.465 -2.168  -0.1056
C 2.249 1.230 -2.873  -0.2221
C 2.255 1.259 -4.285  -0.0864
C 1.936 0.139 -5.034  -0.1203
C 1.595 -1.039 -4.377  -0.1234
C 1.474 -1.030 -2.994  -0.2049
C 1.744 0.094 -2.179  -0.2311
H 2.420 0.809 -0.129  0.0231
H 2.297 1.985 1.083  0.0409
H 2.943 4.091 0.824  0.0873
H 3.987 5.852 -0.561  0.0962
H 4.417 5.373 -2.978  0.0953
H 3.690 3.273 -3.936  0.0917
H 2.495 2.167 -4.829  0.0865
H 1.956 0.188 -6.118  0.0927
H 1.392 -1.945 -4.946  0.0918
H 1.164 -1.958 -2.502  0.0527
C 5.364 -3.793 -2.011  -0.0936
C 5.121 -3.094 -0.669  -0.2204
C 3.694 -2.810 -0.449  -0.1859
N 2.571 -2.610 -0.299  0.2065
H 6.435 -3.896 -2.188  0.0736
H 4.930 -3.217 -2.827  0.0800
H 4.916 -4.788 -2.017  0.0784
H 5.659 -2.146 -0.632  0.1123
H 5.478 -3.704 0.158  0.1099
I -3.928 -6.316 -5.411  0.8388
C -3.485 -4.773 -4.071  -0.7380
C -4.508 -3.953 -3.615  -0.1494
C -4.203 -2.925 -2.733  -0.0241
C -2.898 -2.723 -2.307  -0.1441
C -1.885 -3.557 -2.773  -0.0129
C -2.172 -4.588 -3.659  -0.1439
C -2.595 -1.587 -1.362  -0.6379
O -3.514 -0.830 -1.014  -0.0038
O -1.371 -1.469 -0.988  -0.4709
H -5.526 -4.112 -3.943  0.0896
H -4.981 -2.270 -2.359  0.1170
H -0.871 -3.380 -2.438  0.1077
H -1.385 -5.234 -4.023  0.0914